{
  "formula": "C7H12O6",
  "method": "ωB97M-V/def2-TZVPD",
  "symbols": ["O", "O", "O", "O", "O", "O", "C", "C", "C", "C", "C", "C", "C", "H", "H", "H", "H", "H", "H", "H", "H", "H", "H", "H", "H"],
  "xyz": [[3.297890, -1.507029, 0.111994], [-1.398002, -1.877396, -1.020467], [0.615721, 2.292438, 0.846358], [-3.183952, 0.240416, -0.348096], [-0.023459, 0.461239, -0.493704], [0.944045, -1.444232, 0.149401], [2.208140, -0.873179, 0.489587], [-1.344186, -1.377511, 0.316542], [-0.264573, 1.757973, -0.088010], [2.977609, -0.375091, -0.694110], [-2.706174, -0.777904, 0.609179], [-0.068933, -0.536578, 0.492485], [0.577954, 2.838831, -0.528947], [0.065469, -0.295491, 1.599070], [3.729037, 0.424813, -0.582056], [0.161431, 3.836399, -0.655327], [-1.171657, -2.263465, 1.003094], [-2.595739, -0.250561, 1.565284], [-0.437477, -2.250455, -1.137427], [-3.448959, -1.618568, 0.873106], [-2.913065, -0.060164, -1.263769], [2.518328, -0.621233, -1.692082], [1.521665, 2.712507, -1.031607], [2.336509, -0.421759, 1.493869], [-1.397624, 1.985992, -0.014358]],
  "forces_ev_per_angstrom": [[1.7, -2.6, -1.1], [2.8, -0.9, 0.1], [-0.4, 0.7, -0.4], [1.0, -2.0, -0.3], [0.4, 0.7, 0.4], [1.3, 0.0, 1.2], [-1.1, 2.1, -0.2], [-0.2, -1.5, -0.2], [-2.3, -0.1, -0.3], [-0.3, 0.4, 0.1], [-0.7, 0.6, 0.7], [-1.0, -1.0, 0.3], [0.7, 0.4, 0.6], [-0.2, 0.7, -1.4], [-0.6, -0.3, -0.3], [-0.1, -0.2, 0.3], [-0.4, 0.9, -0.3], [-0.2, 0.2, -0.1], [-2.6, 0.9, -0.2], [0.8, 1.2, -1.1], [-0.4, 0.2, 1.5], [0.7, 0.4, 1.1], [0.0, -0.5, -0.3], [-0.9, -0.1, -0.5], [1.8, -0.4, 0.4]],
  "lowdin_charge": [0.02, -0.04, 0.00, -0.09, 0.02, -0.02, -0.37, -0.32, -0.39, -0.03, -0.17, -0.32, -0.02, 0.19, 0.12, 0.11, 0.17, 0.12, 0.15, 0.14, 0.11, 0.14, 0.11, 0.18, 0.18],
  "smiles": "OC[C@@H](O)C(O[C@@H]1CO1)O[C@@H]1CO1",
  "de_lowest_ev": 4.124,
  "e_lumo_ha": 0.030,
  "gap_ha": 0.404,
  "homo_ev": -10.17
}

=====

{
  "formula": "C7H12OS",
  "method": "ωB97M-V/def2-TZVPD",
  "symbols": ["S", "O", "C", "C", "C", "C", "C", "C", "C", "H", "H", "H", "H", "H", "H", "H", "H", "H", "H", "H", "H"],
  "xyz": [[1.853864, -0.175280, 1.916534], [1.921291, 0.137103, 3.338436], [0.042197, 0.357059, -0.838889], [-0.505360, 1.164466, -2.008750], [-1.585646, -1.316247, 0.319555], [-1.234213, 1.071474, 1.194828], [0.305386, 1.805577, -2.894281], [2.359847, -1.695487, 1.700484], [-1.061668, 0.155122, 0.252086], [-0.038870, 2.111688, -3.849317], [-1.548774, 1.029658, -2.086477], [1.284963, 1.590017, -2.676402], [0.332387, -0.674358, -1.096754], [2.241527, -1.916383, 0.630490], [-0.698353, 1.949512, 1.292557], [-1.984936, 0.864370, 1.908721], [-1.473684, -1.742290, -0.692688], [-2.614340, -1.334041, 0.670303], [-0.922580, -1.913981, 0.984087], [0.825881, 1.055934, -0.529584], [2.501083, -2.523911, 2.465060]],
  "forces_ev_per_angstrom": [[-1.9, 4.6, -2.1], [0.3, 0.4, 3.3], [-1.4, 0.9, 0.5], [1.4, -0.4, -1.2], [0.7, 1.4, -0.5], [-1.3, -2.1, -0.7], [-3.3, -2.1, 1.8], [1.7, -6.0, -0.3], [2.0, -0.8, -0.3], [-0.1, 0.7, -0.5], [-1.2, 0.5, -0.6], [2.6, 0.3, 0.0], [0.6, 0.7, -0.3], [0.3, -0.5, 0.4], [1.0, 1.7, -0.2], [-0.6, 0.0, 1.0], [-0.5, 0.0, 0.4], [0.0, -0.3, 0.0], [-0.5, 0.4, -0.3], [0.4, -1.0, 0.7], [-0.4, 1.4, -1.1]],
  "lowdin_charge": [0.80, -0.48, -0.21, -0.16, -0.05, 0.02, 0.02, -0.32, -0.37, 0.04, 0.08, 0.02, 0.11, 0.02, 0.05, 0.05, 0.07, 0.07, 0.08, 0.09, 0.07],
  "de_lowest_ev": 1.119,
  "e_lumo_ha": [0.029, -0.093],
  "spin_multiplicity": 3,
  "gap_ha": [0.288, 0.249],
  "homo_ev": [-7.04, -9.30]
}

=====

{
  "formula": "C7H13Br4Cl3O2Sr4",
  "method": "ωB97M-V/def2-TZVPD",
  "symbols": ["Sr", "Sr", "Sr", "Sr", "Br", "Br", "Br", "Br", "Cl", "Cl", "Cl", "O", "O", "C", "C", "C", "C", "C", "C", "C", "H", "H", "H", "H", "H", "H", "H", "H", "H", "H", "H", "H", "H"],
  "xyz": [[-0.234976, 6.417102, -4.481701], [1.003844, 6.540512, 1.975199], [6.475954, 3.571442, 4.170829], [5.651464, 3.574462, -2.657841], [0.320604, -2.018828, 8.345399], [0.193504, -3.243808, -8.549801], [-1.976046, 0.611702, -7.391291], [2.981124, 0.113232, 7.782269], [-4.390986, -3.210768, -0.969821], [-2.264056, -5.146108, -1.276221], [-2.988916, -4.097638, 1.387839], [2.335724, 2.181152, 0.624139], [-0.373926, 3.100582, -0.630521], [1.384994, 1.299182, 0.024849], [-0.118976, 1.783122, -0.111181], [0.292914, -0.130688, 8.790329], [-0.920556, -1.672298, -8.509291], [1.027144, 0.512342, 7.641099], [-3.522426, -4.566988, -0.204931], [-0.893526, -1.007218, -7.163151], [-4.189516, -5.409938, -0.024591], [-0.628916, 1.763152, 0.851969], [0.800524, -0.045978, 9.751189], [1.859454, 1.052612, -0.924991], [-1.244876, -1.540688, -6.279931], [0.669204, 0.198212, 6.660649], [-0.497126, -1.018958, -9.272141], [0.161544, -0.831098, -6.953581], [1.436824, 0.300252, 0.457929], [-0.744936, 0.178492, 8.914329], [0.962904, 1.600322, 7.658009], [-0.658606, 1.095842, -0.762751], [-1.909346, -1.952718, -8.872291]],
  "forces_ev_per_angstrom": [[-0.6, 0.0, -0.4], [-0.4, -0.3, 0.0], [0.4, -0.4, 0.7], [0.2, -0.3, -0.3], [-0.3, -0.4, 0.3], [0.0, -0.2, 0.2], [0.4, 0.1, 0.4], [-0.7, 0.2, -0.3], [0.0, -0.3, 0.1], [0.3, 0.1, 0.1], [0.5, 0.2, 0.3], [-2.8, -1.7, -0.9], [1.6, -3.1, 1.3], [5.6, 1.1, 1.2], [-3.4, 4.3, -1.9], [0.4, -0.7, -0.2], [-0.4, -0.3, -0.6], [0.2, 1.0, 0.1], [-0.7, -0.3, -0.2], [0.6, -0.1, 0.0], [-0.2, 0.3, -0.4], [0.8, -0.1, 0.7], [0.0, 0.2, -0.2], [-1.0, 0.7, -1.2], [-0.5, -0.2, -0.5], [0.2, -0.3, 0.2], [0.0, 0.1, 0.1], [-0.1, 0.8, 0.1], [-1.1, 0.1, 1.2], [0.1, 0.1, -0.3], [0.1, 0.0, 0.3], [0.7, -0.5, -0.3], [0.0, -0.1, 0.3]],
  "lowdin_charge": [1.65, 1.34, 1.64, 1.37, 0.74, 0.77, 0.60, 0.57, 0.51, 0.55, 0.54, -0.25, -0.18, -0.27, -0.21, -0.65, -0.74, -0.68, -1.57, -0.69, 0.02, 0.13, 0.07, 0.10, 0.06, 0.04, 0.06, 0.05, 0.13, 0.08, 0.05, 0.13, 0.07],
  "e_lumo_ha": -0.629,
  "gap_ha": 0.046,
  "total_charge": 6,
  "homo_ev": -18.36
}

=====

{
  "formula": "C7H13Br6Cl3",
  "method": "ωB97M-V/def2-TZVPD",
  "symbols": ["Br", "Br", "Br", "Br", "Br", "Br", "Cl", "Cl", "Cl", "C", "C", "C", "C", "C", "C", "C", "H", "H", "H", "H", "H", "H", "H", "H", "H", "H", "H", "H", "H"],
  "xyz": [[13.072760, -3.410000, -14.829160], [10.548780, -2.969180, -5.654490], [8.266710, -7.886350, -13.318840], [11.639970, -9.634920, -10.426070], [9.917600, -0.130750, -9.327530], [15.571450, -7.238870, -14.129400], [14.533660, -4.677370, -11.062660], [14.098740, -7.222160, -9.967200], [12.413910, -5.002020, -9.186560], [14.697530, -4.502240, -14.810080], [10.072350, -0.740520, -7.494220], [9.937280, -8.188830, -12.374400], [10.032370, -9.573540, -11.574120], [13.318540, -5.740550, -10.453540], [10.169460, -2.306110, -7.530310], [14.174210, -5.935410, -14.748340], [9.254880, -2.773730, -7.894990], [12.540950, -5.868520, -11.206590], [15.275760, -4.329110, -13.902460], [11.059350, -2.563550, -8.104700], [10.115720, -10.392140, -12.289000], [9.237320, -0.461830, -6.851450], [10.709770, -8.032410, -13.127320], [15.305890, -4.207800, -15.665240], [10.072360, -7.472910, -11.563640], [10.976020, -0.370720, -7.009750], [13.724130, -6.272730, -15.682020], [9.139870, -9.691080, -10.959520], [13.470710, -5.853700, -13.919780]],
  "forces_ev_per_angstrom": [[0.4, 0.2, 0.0], [-0.4, 0.4, -1.1], [0.2, -0.3, 0.4], [-0.9, 0.2, -0.6], [-0.1, 0.1, 0.4], [-0.7, 0.7, -0.5], [0.6, 0.9, -0.6], [-0.1, -0.4, 0.1], [-0.5, 0.5, 1.3], [0.3, -0.5, 0.0], [0.1, -1.9, 0.9], [0.8, -1.0, 1.6], [-0.2, 1.0, -1.6], [-0.5, -0.3, -0.6], [0.5, 1.2, 0.7], [0.5, 0.4, 0.6], [0.3, 0.0, 0.2], [0.6, -0.6, -0.3], [-0.3, 0.4, 0.0], [-0.3, -0.3, 0.0], [0.0, 0.0, 0.3], [-0.2, 0.3, -0.5], [0.0, -0.4, 0.3], [-0.2, -0.3, 0.0], [-0.4, 0.5, -0.4], [0.0, 0.2, -0.5], [0.1, -0.1, 0.3], [0.3, 0.0, 0.1], [-0.1, -0.8, -0.2]],
  "lowdin_charge": [0.63, 0.54, 0.61, 0.59, 0.63, 0.55, 0.57, 0.52, 0.58, -0.68, -0.71, -0.70, -0.63, -1.63, -0.64, -0.68, 0.05, 0.01, 0.02, 0.01, 0.05, 0.05, 0.04, 0.06, 0.03, 0.05, 0.06, 0.05, 0.00],
  "smiles": "ClC(Cl)Cl.BrCCBr.BrCCBr.BrCCBr",
  "de_lowest_ev": 0.968,
  "e_lumo_ha": 0.010,
  "gap_ha": 0.393,
  "homo_ev": -10.42
}

=====

no.,molar mass (g mol⁻¹),E_tot (Eh)
1,192.17,-725.215054
2,144.24,-747.106646
3,905.63,-12221.429527
4,682.96,-17099.151559